(1)
Computed, not measured: an isolated molecule of C23H30N2O7S at a distorted geometry, with the ωB97M-V functional and the def2-TZVPD basis.

Geometry as XYZ:
```
63
Properties=species:S:1:pos:R:3
H 0.495 1.673 -2.472
H -2.216 3.673 -0.176
H 0.526 -3.822 -1.986
O -2.046 2.639 1.617
O -0.695 -1.779 -3.260
N 1.484 1.862 -2.410
C -2.487 -2.155 3.017
H -0.054 -6.505 3.825
H 2.993 -1.247 2.241
C 1.542 -0.502 -2.003
H 1.396 -0.918 -3.003
S -0.993 -1.360 -1.924
H -1.991 -1.195 2.844
C 2.292 0.831 -2.112
H -0.342 5.196 -0.847
H -0.794 3.799 -2.807
C 0.462 5.054 -1.569
C -0.405 1.165 2.409
H 2.990 3.226 -2.518
H 2.301 4.395 -0.596
H 0.995 -5.460 -0.146
H -3.387 -2.220 2.399
C -1.127 1.676 1.334
C -0.485 -5.597 3.404
H 1.052 -0.221 3.079
C 0.331 -4.624 0.004
H -2.046 -1.685 0.605
H -3.527 3.840 1.017
H -1.562 -5.727 3.285
C -0.041 4.579 -2.930
C -1.381 -2.522 0.480
N 0.220 -0.293 -1.459
H -0.592 1.561 3.395
H 1.646 -2.387 2.547
H -2.764 -2.239 4.067
O -1.617 -3.238 2.778
C 1.453 3.970 -1.128
H -0.476 5.384 -3.520
C 0.524 0.161 2.220
C 0.070 0.174 -0.136
C 1.220 3.999 -3.566
C -2.830 3.141 0.559
C 0.761 -0.373 0.958
C -0.235 -4.483 1.271
C -1.106 -3.399 1.520
O 0.160 -5.431 2.159
H -0.295 -4.758 4.076
H 0.973 3.250 -0.462
O 3.491 0.919 -1.958
H -1.400 1.533 -0.803
H 2.902 -2.790 1.354
C 0.076 -3.725 -1.012
C 1.903 3.245 -2.418
C -0.794 -2.688 -0.760
C -0.863 1.183 0.062
O 1.601 -1.420 0.711
H -3.386 2.344 0.058
O -2.243 -0.697 -1.683
H 1.012 3.342 -4.409
H 1.864 4.809 -3.910
H 2.149 -1.194 -1.412
C 2.318 -1.978 1.786
H 0.978 6.008 -1.688
```

Properties
Relative energy (zero: lowest compared OMol25 entry of this formula, charge and spin) = 24.9 kJ/mol
SMILES = COc1ccc(OC)c(N(CC(=O)NC2CCCC2)S(=O)(=O)c2ccc(OC)c(OC)c2)c1
Charge = 0
Highest occupied orbital energy = -8.3 eV
Orbital gap = 8.82 eV

(2)
Computed, not measured: a structure of composition C3H2LiO2Zn at a distorted geometry, with the ωB97M-V functional and the def2-TZVPD basis.

Geometry as XYZ:
```
9
Properties=species:S:1:pos:R:3
O -1.017 -1.279 -0.884
C 1.736 0.529 0.185
O -1.442 0.226 0.522
C 0.797 0.530 1.016
C -1.461 -1.000 0.246
H 2.289 1.359 -0.250
Zn -2.498 0.483 -1.629
Li 0.980 -1.023 -1.230
H 0.616 0.175 2.026
```

Properties
Multiplicity = 2
Charge = +2
Highest occupied orbital energy (spin up / spin down) = -18.9 / -19.2 eV
⟨S²⟩ = 0.76
Orbital gap (spin up / spin down) = 6.24 / 5.92 eV

(3)
Computed, not measured: a cluster of 3 separate species, C23H29BrN2O7S in total at a distorted geometry, with the ωB97M-V functional and the def2-TZVPD basis.

Geometry as XYZ:
```
63
Properties=species:S:1:pos:R:3
C 2.083 -1.441 2.780
C -2.237 -3.059 3.127
H -2.038 -2.677 -0.317
C 1.734 -1.100 -1.696
H 0.446 -3.672 -1.101
H -1.962 -3.065 -4.485
C -2.404 -2.211 -3.785
C 0.010 1.054 -0.114
N 1.198 -0.410 2.961
H -0.013 -3.338 -2.898
H 3.346 2.791 0.221
H 0.817 0.171 2.225
O 3.343 0.906 -2.091
H -4.206 -3.885 2.627
O 4.051 5.299 -3.505
H 2.439 -1.697 1.791
C 2.262 0.466 -1.437
C -1.789 -3.275 -1.305
C 1.675 5.877 -1.966
H 3.539 4.870 -0.868
C -0.683 -0.201 -0.975
H -1.599 -1.360 -3.609
O -2.000 -0.064 -1.212
H -4.379 -4.307 5.303
Br -1.166 2.014 1.203
H -1.894 -4.425 -1.015
C 0.912 -0.287 4.296
H 2.525 -1.897 -2.036
C 1.446 4.082 -0.038
H 0.640 3.776 -0.833
C -0.249 -2.984 -1.786
N -1.588 -2.916 4.326
C 0.268 -1.433 -1.489
H 2.526 6.113 0.174
C 1.463 1.435 -0.333
C 2.197 2.703 0.454
C 2.357 -1.987 4.013
O 1.824 5.838 -4.845
C -2.946 -2.908 -2.405
H 0.503 5.659 -1.925
C -3.550 -3.863 4.767
H -1.774 -2.734 2.205
S 2.329 5.075 -3.560
H 1.775 7.051 -2.012
H -3.690 -2.146 -1.883
H 1.599 -1.421 6.043
O 1.919 3.589 -3.719
H 4.499 4.542 -3.993
H -0.669 -2.510 4.449
H 0.879 4.556 0.889
C 1.616 -1.257 4.973
H -2.355 0.527 -4.643
O -3.502 -1.541 -4.559
C -2.379 -3.408 5.331
C -3.358 -0.068 -4.441
H 2.050 2.491 1.609
H 3.021 -2.822 4.202
C -3.459 -3.643 3.372
H 0.233 0.478 4.648
H -3.594 -3.856 -2.692
O -4.446 0.658 -4.150
H -2.042 -3.391 6.359
C 2.448 5.238 -0.629
```

Properties
Relative energy (zero: lowest compared OMol25 entry of this formula, charge and spin) = 1052.3 kJ/mol
SMILES = O=COCCCCC1=CC(=O)C(CCCCS(=O)(=O)O)=C(Br)C1=O.c1cc[nH]c1.c1cc[nH]c1
Charge = 0
Highest occupied orbital energy = -8.2 eV
Orbital gap = 5.84 eV

(4)
Computed, not measured: a structure of composition C8H5N2O5Y at a distorted geometry, with the ωB97M-V functional and the def2-TZVPD basis.

Geometry as XYZ:
```
21
Properties=species:S:1:pos:R:3
O 0.021 -3.198 -0.145
H -0.128 -2.015 2.634
C 2.021 0.004 -0.262
C 0.001 -0.002 -2.279
O 3.186 0.035 -0.405
C 0.014 -2.045 -0.088
O -0.090 -1.024 -2.850
C -2.021 -0.022 -0.260
C 0.079 1.149 2.997
C -0.014 2.042 -0.032
C -0.044 -0.715 4.333
O -3.186 -0.008 -0.403
N 0.003 0.022 2.143
Y -0.001 -0.031 0.207
H 0.146 2.113 2.595
C 0.048 0.679 4.355
H -0.088 -1.387 5.115
H 0.093 1.351 5.175
H 0.091 1.045 -2.625
N -0.071 -1.120 3.062
O -0.021 3.209 -0.086
```

Properties
Relative energy (zero: lowest compared OMol25 entry of this formula, charge and spin) = 602.8 kJ/mol
Charge = +2
Highest occupied orbital energy (spin up / spin down) = -16.1 / -17.2 eV
Orbital gap (spin up / spin down) = 6.57 / 6.89 eV

(5)
Computed, not measured: a structure of composition C5H5F5O3S at a distorted geometry, with the ωB97M-V functional and the def2-TZVPD basis.

Geometry as XYZ:
```
19
Properties=species:S:1:pos:R:3
F 1.136 0.561 -2.632
H 0.874 -2.842 2.131
C -0.061 0.758 -2.117
O -0.171 3.200 1.463
F -2.488 1.208 -0.700
F -0.301 2.040 -2.388
O 0.174 -0.742 -0.261
C 0.791 -1.135 0.994
H 1.877 -1.291 0.790
S -0.256 2.810 0.108
C -1.306 1.289 0.006
C -0.043 0.558 -0.554
C 0.424 -2.571 1.275
H 0.544 -0.332 1.668
H -0.537 -2.866 1.309
O 0.858 1.521 -0.107
F -0.953 -0.019 -2.740
H 1.018 -3.024 0.490
F -1.583 0.877 1.265
```

Properties
Relative energy (zero: lowest compared OMol25 entry of this formula, charge and spin) = 26.0 kJ/mol
Charge = 0
Highest occupied orbital energy = -10.5 eV
Orbital gap = 10.83 eV

(6)
Computed, not measured: a cluster of 2 separate species, C4H14N3O in total at a distorted geometry, with the ωB97M-V functional and the def2-TZVPD basis.

Geometry as XYZ:
```
22
Properties=species:S:1:pos:R:3
H -1.181 0.550 -0.654
N 0.634 -0.068 0.123
H 0.147 3.126 0.160
H -1.311 -1.812 -1.957
H 0.897 -2.117 3.150
H -0.071 -2.246 -0.671
H -0.306 2.148 1.478
H 0.324 1.256 -2.670
C 1.184 1.241 0.317
H 1.940 0.950 1.058
O 0.192 -1.941 2.577
N 0.142 2.230 0.613
H -1.205 -0.582 2.021
C -0.859 -1.590 -0.890
H 0.340 0.067 2.851
C -0.042 0.297 -2.455
N -0.361 -0.178 -0.961
H -1.663 -1.831 -0.208
H 0.605 -0.537 -2.911
C -0.204 -0.687 2.399
H 1.889 1.539 -0.546
H -1.092 0.185 -2.825
```

Properties
Relative energy (zero: lowest compared OMol25 entry of this formula, charge and spin) = 686.8 kJ/mol
Charge = +1
Highest occupied orbital energy (spin up / spin down) = -12.2 / -12.0 eV
Orbital gap (spin up / spin down) = 7.70 / 7.39 eV

Number 1 is which compound? C23H30N2O7S